[1]
C4H6N2S2 | wB97M-V/def2-TZVPD

Output
Lowest unoccupied orbital energy (eV): -0.657
Energy above the lowest of the compared OMol25 structures with the same formula, charge and spin (kcal per mole): 144.23
Charge: 0
Orbital gap (eV): 8.0
E_HOMO (eV): -8.64

CARTESIAN COORDINATES (ANGSTROEM)
C (-2.3726, -0.4597, 0.6170)
C (0.4767, 1.2621, -0.4156)
C (0.9855, 0.0002, -0.3755)
C (2.0701, -0.5136, 0.4248)
H (-2.1691, -0.3857, 1.6323)
H (-1.1738, -0.5355, -1.2361)
H (0.9298, 1.8280, 0.2585)
H (0.0786, 1.7028, -1.3148)
H (0.8750, -0.7045, -1.2095)
H (2.0031, -0.1145, 1.5197)
N (-1.3668, 0.0939, -0.0584)
N (-0.1143, 0.4055, 0.4709)
S (-3.5340, -1.2284, -0.2135)
S (3.3118, -1.3507, -0.0998)



[2]
H14O7V | wB97M-V/def2-TZVPD

Output
Expectation value of S²: 2.005
Lowest unoccupied orbital energy (alpha / beta) (eV): -13.939 / -13.048
Energy above the lowest of the compared OMol25 structures with the same formula, charge and spin (kcal per mole): 0.00
Charge: +3
Orbital gap (alpha / beta) (eV): 10.4 / 11.5
E_HOMO (alpha / beta) (eV): -24.35 / -24.57
Multiplicity: 3

CARTESIAN COORDINATES (ANGSTROEM)
V (0.0727, 0.0211, 0.0688)
O (-1.4625, -0.5197, -1.3992)
H (-2.1769, -1.1840, -1.3567)
H (-1.2896, -0.3831, -2.3492)
O (1.9622, -0.7662, 0.6769)
H (2.0386, -1.4511, 1.3693)
H (2.8455, -0.6684, 0.2705)
O (0.6699, 1.2368, 1.7349)
H (1.1901, 2.0621, 1.8106)
H (0.5364, 0.9112, 2.6462)
O (-0.4661, -1.9495, 0.6950)
H (-1.0070, -2.2216, 1.4645)
H (-0.0715, -2.7699, 0.3362)
O (-0.2169, 1.9385, -0.8545)
H (0.3947, 2.5058, -1.3644)
H (-1.1081, 2.3243, -0.9572)
O (-1.7081, 0.5825, 1.0212)
H (-1.8959, 1.3556, 1.5919)
H (-2.5515, 0.1014, 0.9124)
O (1.2016, -0.3280, -1.7797)
H (1.2550, 0.2807, -2.5413)
H (1.7875, -1.0786, -1.9965)



[3]
C4H11NO2 | wB97M-V/def2-TZVPD

Output
Lowest unoccupied orbital energy (eV): 0.707
Energy above the lowest of the compared OMol25 structures with the same formula, charge and spin (kcal per mole): 64.56
Charge: 0
Orbital gap (eV): 10.1
E_HOMO (eV): -9.38

CARTESIAN COORDINATES (ANGSTROEM)
C (0.2400, 1.0321, 1.9329)
C (0.2755, -0.2554, 1.0795)
O (1.7216, -0.6274, 1.1374)
C (-0.2913, 0.1405, -0.3166)
N (0.6281, 0.9062, -1.1937)
C (-0.7028, -1.1634, -1.0828)
O (-1.3079, -0.9220, -2.3725)
H (-0.1746, 0.8771, 2.9609)
H (-0.5327, 1.6737, 1.5242)
H (1.1038, 1.9353, 1.9785)
H (-0.2664, -1.1262, 1.5414)
H (2.0487, -0.8635, 0.2437)
H (-1.2142, 0.7625, -0.1299)
H (0.3246, 1.0837, -2.1109)
H (1.4613, 0.3164, -1.3474)
H (0.0177, -1.9902, -1.2594)
H (-1.4192, -1.6316, -0.2996)
H (-1.9121, -0.1475, -2.2856)



[4]
C44H37Cl5NO2P2S2Ta | wB97M-V/def2-TZVPD

Output
Lowest unoccupied orbital energy (eV): -0.704
Energy above the lowest of the compared OMol25 structures with the same formula, charge and spin (kcal per mole): 19.96
Charge: 0
Orbital gap (eV): 7.2
E_HOMO (eV): -7.92

CARTESIAN COORDINATES (ANGSTROEM)
Ta (-0.0069, 0.2019, -0.4417)
S (1.6323, 1.7781, 1.0552)
P (-0.2058, 1.9222, 1.8704)
C (-1.0925, 0.4926, 1.2923)
P (-2.1228, -0.4170, 2.4582)
S (-1.1966, -1.7019, 3.6044)
C (-3.0382, 0.8124, 3.4544)
C (-2.9124, 0.8070, 4.8375)
C (-3.6275, 1.7155, 5.6066)
C (-4.4679, 2.6361, 4.9996)
C (-4.6143, 2.6347, 3.6172)
C (-3.9074, 1.7201, 2.8532)
C (-3.4425, -1.2968, 1.5449)
C (-4.7883, -1.2082, 1.8990)
C (-5.7407, -1.9848, 1.2505)
C (-5.3619, -2.8652, 0.2500)
C (-4.0202, -2.9859, -0.0851)
C (-3.0722, -2.2125, 0.5634)
C (-0.9136, 3.4975, 1.2966)
C (-2.1359, 3.5658, 0.6464)
C (-2.6351, 4.7865, 0.2116)
C (-1.9121, 5.9483, 0.4343)
C (-0.6780, 5.8843, 1.0685)
C (-0.1746, 4.6637, 1.4877)
C (-0.0770, 2.1066, 3.6617)
C (-0.6950, 3.1554, 4.3383)
C (-0.5400, 3.2706, 5.7112)
C (0.2125, 2.3359, 6.4084)
C (0.8210, 1.2850, 5.7349)
C (0.6842, 1.1719, 4.3611)
H (-2.2395, 0.0941, 5.2981)
H (-3.5156, 1.7103, 6.6831)
H (-5.0199, 3.3472, 5.6006)
H (-5.2876, 3.3340, 3.1387)
H (-4.0712, 1.6784, 1.7865)
H (-5.1040, -0.5485, 2.6922)
H (-6.7807, -1.9059, 1.5389)
H (-6.1047, -3.4692, -0.2545)
H (-3.7130, -3.6901, -0.8466)
H (-2.0241, -2.3327, 0.3214)
H (-2.6624, 2.6547, 0.4202)
H (-3.5805, 4.8254, -0.3144)
H (-2.2961, 6.9004, 0.0924)
H (-0.0987, 6.7852, 1.2214)
H (0.7973, 4.6131, 1.9641)
H (-1.3045, 3.8720, 3.8038)
H (-1.0217, 4.0842, 6.2376)
H (0.3251, 2.4260, 7.4811)
H (1.4038, 0.5532, 6.2780)
H (1.1570, 0.3562, 3.8289)
Cl (1.7931, -1.9102, 2.2347)
C (2.6193, -1.5462, 0.7728)
C (1.9096, -0.9201, -0.2460)
C (2.6095, -0.6921, -1.4123)
Cl (1.6607, 0.0988, -2.6614)
C (3.9326, -1.0317, -1.6368)
Cl (4.6775, -0.7127, -3.1520)
C (4.6110, -1.6622, -0.6004)
Cl (6.2493, -2.1319, -0.8147)
C (3.9505, -1.9225, 0.6056)
Cl (4.7927, -2.7162, 1.8779)
O (0.0015, 3.9739, -2.5772)
C (-0.1309, 2.9847, -1.9756)
N (-0.3019, 1.9770, -1.3513)
C (1.0771, -3.4547, -1.8903)
C (-0.2231, -3.6806, -2.6451)
C (-1.2306, -4.3997, -1.7478)
C (-0.8831, -2.4923, -3.3428)
C (-1.0710, -2.6294, -4.7132)
C (-1.8318, -1.7307, -5.4429)
C (-2.5223, -0.7527, -4.7626)
C (-2.4065, -0.5752, -3.3810)
C (-3.5006, 0.3198, -2.7869)
C (-3.3779, 0.8441, -1.3654)
C (-4.8242, -0.4581, -2.8986)
C (-1.4606, -1.3671, -2.7270)
O (-1.0143, -0.9901, -1.4500)
H (1.5186, -4.4209, -1.6383)
H (0.9088, -2.9251, -0.9549)
H (1.8026, -2.8999, -2.4854)
H (0.0119, -4.3628, -3.4657)
H (-1.4668, -3.7963, -0.8718)
H (-0.8131, -5.3424, -1.3905)
H (-2.1567, -4.6150, -2.2828)
H (-0.6090, -3.4729, -5.2106)
H (-1.9271, -1.8299, -6.5155)
H (-3.2088, -0.1068, -5.2972)
H (-3.5692, 1.1836, -3.4548)
H (-3.3377, 0.0353, -0.6353)
H (-4.2700, 1.4363, -1.1428)
H (-2.5171, 1.4898, -1.2285)
H (-4.7991, -1.3279, -2.2386)
H (-5.0146, -0.8057, -3.9131)
H (-5.6580, 0.1745, -2.5887)



[5]
C3H5Cl4N6 | wB97M-V/def2-TZVPD

Output
Lowest unoccupied orbital energy (eV): -4.509
Energy above the lowest of the compared OMol25 structures with the same formula, charge and spin (kcal per mole): 0.00
Charge: +1
Orbital gap (eV): 8.4
E_HOMO (eV): -12.94

CARTESIAN COORDINATES (ANGSTROEM)
N (-0.3041, 2.1821, -1.6590)
C (-0.0227, 1.1200, -0.9342)
N (-0.8592, 0.4047, -0.3361)
C (-0.5286, -0.6762, 0.4496)
N (-0.2066, -1.7709, -0.4639)
Cl (-1.5826, -2.2768, -1.3349)
Cl (0.6340, -3.1497, 0.2487)
N (-1.8166, -0.9853, 1.3049)
Cl (-2.8093, 0.4369, 1.3445)
Cl (-1.6591, -1.7088, 2.9362)
N (0.8900, -0.4766, 1.0580)
C (1.8232, 0.0886, 0.3139)
N (1.3477, 0.7841, -0.7642)
H (-1.2908, 2.5922, -1.6245)
H (0.3417, 2.8024, -2.0367)
H (1.1793, -0.7004, 2.0679)
H (2.8236, 0.0927, 0.7745)
H (2.0402, 1.2411, -1.3448)



[6]
C3H7O | wB97M-V/def2-TZVPD

Output
Lowest unoccupied orbital energy (eV): 4.073
Energy above the lowest of the compared OMol25 structures with the same formula, charge and spin (kcal per mole): 10.95
Charge: -1
Orbital gap (eV): 6.0
E_HOMO (eV): -1.91

CARTESIAN COORDINATES (ANGSTROEM)
C (-0.4379, -0.1534, 0.7713)
O (-1.2411, -0.1745, 1.7495)
C (0.8759, -0.6330, 0.8552)
C (0.5388, 0.7934, -2.4904)
H (-0.9042, 0.2452, -0.1884)
H (1.2401, -1.3399, 1.5676)
H (1.4929, -0.7009, -0.0486)
H (-0.3037, 1.4020, -2.2151)
H (1.1516, 0.6161, -1.6299)
H (0.3107, -0.1520, -2.9590)
H (1.0808, 1.2838, -3.3395)



[7]
C52H101N3O20 | wB97M-V/def2-TZVPD

Output
Lowest unoccupied orbital energy (eV): 0.444
Charge: 0
Orbital gap (eV): 10.4
E_HOMO (eV): -9.91

CARTESIAN COORDINATES (ANGSTROEM)
O (3.4198, -1.9027, -1.3150)
C (2.7599, -2.1783, -2.3180)
O (3.0723, -3.0509, -3.2970)
C (4.2682, -3.7393, -3.1901)
C (4.0396, -5.0381, -2.4633)
C (1.4674, -1.5082, -2.6565)
H (5.0491, -3.1236, -2.7437)
H (4.5335, -4.0112, -4.2118)
H (3.3187, -5.7608, -2.8457)
H (3.7666, -4.8881, -1.4187)
H (4.9730, -5.5469, -2.2227)
H (1.0344, -1.2335, -1.6947)
H (0.8601, -2.1476, -3.2971)
H (1.7473, -0.5494, -3.0929)
O (4.6352, 3.2853, 1.4127)
C (4.7140, 2.1127, 1.0419)
O (5.3576, 1.1372, 1.7916)
C (5.7607, 1.4351, 3.1349)
C (5.1219, 0.3807, 4.0207)
C (4.3672, 1.6406, -0.3290)
H (5.5127, 2.4544, 3.4311)
H (6.8479, 1.3596, 3.1545)
H (5.4867, -0.6418, 3.9235)
H (4.0580, 0.2653, 3.8135)
H (5.2164, 0.8179, 5.0147)
H (3.8263, 2.4514, -0.8168)
H (3.6039, 0.8746, -0.1919)
H (5.2656, 1.3104, -0.8505)
O (1.4245, 3.2550, 6.3426)
C (2.2622, 3.5166, 5.5214)
O (3.5709, 3.7592, 5.7676)
C (4.0983, 3.4995, 7.1201)
C (5.5858, 3.5067, 7.0520)
C (1.9387, 3.6220, 4.0386)
H (3.8404, 2.5399, 7.5682)
H (3.7262, 4.2907, 7.7710)
H (5.9993, 4.4958, 6.8546)
H (6.0238, 2.8529, 6.2978)
H (6.0542, 3.2446, 8.0006)
H (1.6886, 2.7291, 3.4656)
H (2.7883, 4.1249, 3.5766)
H (1.1019, 4.3184, 3.9860)
O (-1.6182, -2.6854, 2.3476)
C (-2.8291, -2.7400, 2.0553)
O (-3.7251, -1.7115, 2.0426)
C (-3.3710, -0.4190, 2.5082)
C (-4.5723, 0.2127, 3.1529)
C (-3.4267, -4.0513, 1.7359)
H (-3.1340, 0.1578, 1.6142)
H (-2.5947, -0.5813, 3.2559)
H (-5.4701, 0.2478, 2.5358)
H (-4.4051, 1.2757, 3.3264)
H (-4.7643, -0.2671, 4.1126)
H (-4.5042, -4.0670, 1.8998)
H (-2.9100, -4.8577, 2.2562)
H (-3.3287, -4.2936, 0.6778)
O (-1.1563, -2.1264, -7.7354)
C (-1.5316, -1.4523, -6.7811)
O (-2.8189, -1.1763, -6.6743)
C (-3.7187, -1.2917, -7.8211)
C (-3.8134, 0.1415, -8.3858)
C (-0.7527, -0.9266, -5.6149)
H (-4.6573, -1.6469, -7.3956)
H (-3.3180, -1.8643, -8.6576)
H (-2.8461, 0.6343, -8.4844)
H (-4.4292, 0.7539, -7.7271)
H (-4.2311, 0.1148, -9.3923)
H (0.2792, -1.0412, -5.9470)
H (-0.9562, -1.4783, -4.6972)
H (-0.9481, 0.1317, -5.4416)
O (3.0844, -3.5033, 1.9508)
C (2.2235, -4.3207, 1.8062)
O (2.2728, -5.5875, 2.2131)
C (3.4256, -6.1612, 2.8326)
C (4.4429, -6.7799, 1.9130)
C (0.9622, -4.0505, 0.9759)
H (3.0348, -6.7813, 3.6393)
H (3.9322, -5.3479, 3.3522)
H (5.4306, -6.9833, 2.3267)
H (4.5993, -6.1304, 1.0518)
H (4.0271, -7.6820, 1.4641)
H (1.0825, -4.3287, -0.0711)
H (0.6544, -3.0080, 1.0570)
H (0.1673, -4.7071, 1.3297)
O (-1.4506, 2.2633, 3.6069)
C (-2.1345, 3.1990, 3.9598)
O (-2.8867, 4.0644, 3.1948)
C (-2.9419, 3.9956, 1.7901)
C (-2.9599, 5.3909, 1.2983)
C (-2.4395, 3.4607, 5.4288)
H (-3.8372, 3.4836, 1.4376)
H (-2.0502, 3.5581, 1.3411)
H (-3.9801, 5.7457, 1.4443)
H (-2.7205, 5.3930, 0.2349)
H (-2.1858, 5.8663, 1.9007)
H (-2.0574, 2.7217, 6.1330)
H (-3.5139, 3.3594, 5.5820)
H (-1.9823, 4.3817, 5.7906)
O (-2.3847, 1.5684, -0.3137)
C (-1.7330, 0.7032, -0.9024)
O (-0.4619, 0.3961, -0.6428)
C (0.2687, 0.9669, 0.4398)
C (0.4391, -0.0820, 1.6026)
C (-2.3371, -0.2046, -1.9605)
H (-0.1655, 1.8890, 0.8262)
H (1.2612, 1.2745, 0.1104)
H (1.1106, 0.2942, 2.3744)
H (0.8247, -0.9924, 1.1438)
H (-0.4872, -0.2774, 2.1429)
H (-1.7143, -0.1541, -2.8536)
H (-3.2927, 0.2057, -2.2869)
H (-2.2870, -1.2311, -1.5974)
O (-2.3853, 2.2458, -5.6487)
C (-1.7840, 2.7007, -4.6677)
O (-2.4290, 3.2261, -3.5610)
C (-3.8855, 3.3591, -3.6190)
C (-4.3916, 3.8570, -2.2760)
C (-0.2881, 2.4679, -4.4312)
H (-4.3796, 2.4429, -3.9422)
H (-4.1611, 4.1122, -4.3572)
H (-3.8791, 4.7912, -2.0467)
H (-4.2588, 3.0974, -1.5058)
H (-5.4662, 4.0215, -2.3559)
H (0.2048, 2.4412, -5.4030)
H (-0.2557, 1.5919, -3.7834)
H (0.1363, 3.3021, -3.8724)
O (1.4299, 3.6510, -0.6023)
C (1.4804, 4.6087, 0.1585)
O (2.4848, 5.5221, 0.3398)
C (3.6921, 5.5079, -0.4512)
C (3.5892, 6.5539, -1.6252)
C (0.3108, 4.9146, 1.0776)
H (3.9006, 4.6254, -1.0560)
H (4.6195, 5.8570, 0.0028)
H (3.3678, 7.5630, -1.2778)
H (2.8370, 6.2532, -2.3545)
H (4.4786, 6.7749, -2.2154)
H (0.5809, 5.7648, 1.7039)
H (0.1915, 4.1043, 1.7967)
H (-0.5680, 5.1211, 0.4666)
C (-5.3689, -0.9318, -3.8406)
C (-6.4506, -1.5081, -2.9804)
C (-6.3915, -1.4048, -1.4547)
C (-6.0160, -0.1038, -0.9071)
N (-5.7053, 0.8894, -0.4676)
H (-5.5497, -0.9700, -4.9149)
H (-4.4079, -1.3987, -3.6250)
H (-5.3303, 0.1417, -3.6556)
H (-6.6740, -2.5441, -3.2351)
H (-7.3747, -1.0620, -3.3481)
H (-5.6914, -2.1285, -1.0372)
H (-7.3319, -1.7294, -1.0092)
C (0.8026, -0.2587, 5.9308)
C (0.0917, -1.5393, 5.4262)
C (0.9139, -2.4955, 4.5771)
C (2.2684, -2.7952, 5.0454)
N (3.3520, -2.9100, 5.3656)
H (1.7518, -0.5726, 6.3652)
H (0.2034, 0.1961, 6.7195)
H (0.8864, 0.4809, 5.1346)
H (-0.8261, -1.4058, 4.8536)
H (-0.3313, -2.0251, 6.3054)
H (0.9680, -2.0765, 3.5723)
H (0.3939, -3.4481, 4.4752)
C (-0.3436, -4.9804, -5.7447)
C (-0.2612, -6.0552, -4.6813)
C (0.1159, -5.5234, -3.3231)
C (-0.8665, -4.4882, -2.8160)
N (-1.5476, -3.6640, -2.3934)
H (-1.3198, -4.5118, -5.8696)
H (-0.1247, -5.4280, -6.7142)
H (0.3902, -4.1827, -5.6289)
H (0.5571, -6.7329, -4.9248)
H (-1.1057, -6.7435, -4.6482)
H (1.0887, -5.0392, -3.4080)
H (0.1872, -6.3500, -2.6162)



[8]
C17H38O7 | wB97M-V/def2-TZVPD

Output
Lowest unoccupied orbital energy (eV): 0.161
Energy above the lowest of the compared OMol25 structures with the same formula, charge and spin (kcal per mole): 28.45
Charge: 0
Orbital gap (eV): 9.9
E_HOMO (eV): -9.76

CARTESIAN COORDINATES (ANGSTROEM)
C (-10.7860, 10.0666, 22.5648)
C (-10.5746, 10.7806, 21.2407)
C (-10.9063, 10.0308, 20.0117)
O (-10.1117, 11.9205, 21.1981)
H (-10.4835, 10.7504, 23.3580)
H (-10.0865, 9.2392, 22.6851)
H (-11.8002, 9.7369, 22.7899)
H (-11.8924, 9.5707, 19.9494)
H (-10.1367, 9.2785, 19.8389)
H (-10.7517, 10.6743, 19.1456)
C (-14.5879, 4.3303, 17.7965)
C (-14.5878, 3.0920, 17.0145)
C (-13.3575, 2.6598, 16.3151)
O (-15.5729, 2.3821, 17.0261)
H (-15.4837, 4.4148, 18.4117)
H (-14.3735, 5.2209, 17.2058)
H (-13.8217, 4.2984, 18.5711)
H (-13.2765, 1.5897, 16.5060)
H (-12.4763, 3.0470, 16.8267)
H (-13.3507, 2.9061, 15.2534)
C (-8.6026, 6.6258, 22.2680)
C (-7.6609, 6.3414, 21.1290)
C (-7.6872, 4.9577, 20.5008)
O (-6.8768, 7.2228, 20.7722)
H (-8.5692, 7.6302, 22.6901)
H (-8.4960, 5.8719, 23.0480)
H (-9.6007, 6.5423, 21.8379)
H (-7.5973, 5.0081, 19.4156)
H (-8.5824, 4.4053, 20.7864)
H (-6.7742, 4.4472, 20.8076)
C (-10.6325, 4.6760, 18.0313)
C (-10.6446, 6.1733, 18.4147)
C (-11.8862, 6.7913, 19.0774)
O (-9.6999, 6.8362, 18.1900)
H (-10.6061, 4.5504, 16.9489)
H (-11.5501, 4.1816, 18.3502)
H (-9.7570, 4.2311, 18.5044)
H (-11.7474, 7.0434, 20.1287)
H (-12.8103, 6.2717, 18.8242)
H (-11.9086, 7.7434, 18.5474)
C (-4.9569, 2.3398, 18.1152)
C (-5.4469, 3.3024, 17.0076)
C (-6.9027, 3.2497, 16.5938)
O (-4.7157, 4.1019, 16.4787)
H (-5.4201, 1.3654, 17.9600)
H (-5.2642, 2.6819, 19.1034)
H (-3.8912, 2.1218, 18.1848)
H (-7.4786, 3.6411, 17.4324)
H (-7.1883, 2.2205, 16.3763)
H (-7.0276, 3.9440, 15.7628)
C (-8.0559, 7.2892, 15.0009)
O (-9.2627, 7.9056, 15.5736)
H (-8.3126, 7.0714, 13.9642)
H (-7.3343, 8.1060, 14.9861)
H (-7.6270, 6.4603, 15.5641)
H (-9.3524, 7.7216, 16.5115)
C (-14.4199, 5.1592, 21.6130)
O (-13.4882, 4.3804, 22.3994)
H (-14.8747, 4.5641, 20.8211)
H (-15.2599, 5.5713, 22.1721)
H (-13.8249, 5.9625, 21.1785)
H (-13.8524, 4.1222, 23.2492)



Calculated total energy readings, ordered: -1061.68632, -1478.04891, -364.16529, -5741.33596, -2286.19440, -193.71356, -3711.02490, -1197.11951 a.u.